Formula: C12H26N3O3S
Source: the OMol25 dataset
Level of theory: wB97M-V/def2-TZVPD

## Properties
- Total charge: +1
- Multiplicity: 1
- Orbital gap: 0.336 Ha

Each line ends with the Löwdin charge.
Cartesian coordinates (Å):
C -1.99851 0.18190 3.34671  -0.189
N -2.93255 0.70333 2.71525  0.089
N -2.34866 1.39129 1.64282  0.062
C -1.11993 1.20153 1.74090  -0.745
S 0.12706 1.76516 0.65993  1.033
C -0.82786 2.06203 -0.85111  -0.422
C -0.57673 1.04880 -1.98531  -0.194
C -0.49104 -0.43292 -1.56662  -0.269
C -1.04845 -1.22328 -2.82366  -0.097
C -1.56485 -2.56010 -2.26108  -0.086
N -1.74206 -2.38488 -0.76181  0.094
C -1.45256 -0.92534 -0.50178  -0.101
O -0.78185 0.43845 2.79650  0.047
H -2.08488 -0.43176 4.21872  0.140
H -1.88451 2.19385 -0.64821  0.083
H -0.49002 3.03228 -1.20564  0.079
H -1.32925 1.18790 -2.75299  0.115
H 0.38296 1.31089 -2.42356  0.121
H 0.52239 -0.77341 -1.39365  0.146
H -0.28864 -1.50039 -3.54256  0.128
H -1.95287 -0.75971 -3.19444  0.118
H -2.55132 -2.81411 -2.63885  0.129
H -0.93642 -3.43497 -2.38820  0.129
H -1.09135 -2.97773 -0.23840  0.132
H -2.67915 -2.53096 -0.39311  0.184
H -0.86863 -0.96191 0.42282  0.113
H -2.30338 -0.32268 -0.19854  0.135
C 2.07250 -4.97956 0.80156  -0.082
C 1.13164 -4.13561 1.63766  -0.294
O -0.23463 -4.30618 1.21897  -0.111
H 1.98915 -4.71638 -0.25435  0.073
H 3.10597 -4.83808 1.11619  0.084
H 1.82518 -6.03921 0.89176  0.080
H 1.36772 -3.07734 1.53155  0.109
H 1.21067 -4.40091 2.69372  0.116
H -0.45806 -5.23699 1.32246  0.093
C 2.90390 5.48814 -0.44511  -0.092
C 2.51299 5.71048 1.00443  -0.315
O 1.13177 5.42843 1.21848  -0.091
H 2.30184 6.11731 -1.10145  0.077
H 3.95753 5.71779 -0.60876  0.076
H 2.72650 4.44841 -0.73705  0.062
H 2.67213 6.74882 1.28835  0.114
H 3.11486 5.07861 1.66613  0.109
H 0.98141 4.50900 0.98134  0.019


Formula: C3H6FNS
Source: the OMol25 dataset
Level of theory: wB97M-V/def2-TZVPD

## Properties
- Relative energy (zero: lowest compared OMol25 entry of this formula, charge and spin): 171.9 kJ/mol
- Total charge: 0
- Multiplicity: 1
- SMILES string: N[C@H]1[C@@H](F)[C@H]1S
- Orbital gap: 0.349 Ha

Each line ends with the Löwdin charge.
Cartesian coordinates (Å):
N -0.57257 1.19593 -0.69049  0.037
C -0.53712 0.29399 0.44225  -0.309
C -0.37816 -1.16596 0.23103  -0.301
F -0.47723 -1.51148 -1.09677  -0.007
C 0.81326 -0.38305 0.63278  -0.584
S 2.27356 -0.18758 -0.39508  0.735
H -0.83384 2.16573 -0.55966  0.085
H -1.25054 0.75796 -1.31647  0.085
H -1.07624 0.57792 1.34341  0.135
H -0.76979 -1.93671 0.89557  0.149
H 1.15057 -0.53768 1.70464  0.108
H 1.65811 0.73092 -1.19120  -0.133


Formula: C4H31N2O12S
Source: the OMol25 dataset
Level of theory: wB97M-V/def2-TZVPD

## Properties
- Relative energy (zero: lowest compared OMol25 entry of this formula, charge and spin): 452.9 kJ/mol
- Total charge: -1
- Multiplicity: 1
- Orbital gap: 0.260 Ha

Each line ends with the Löwdin charge.
Cartesian coordinates (Å):
C 0.90724 0.56025 1.63202  -0.003
N -0.20202 0.89155 0.49272  -0.036
C 0.28208 0.28146 -0.65964  -0.407
C -0.83131 -0.07637 -1.68508  -0.573
S -0.02367 -0.98156 -3.08747  0.435
C 0.87519 -1.23790 -0.36367  -0.554
N 2.11220 -1.52761 -0.92783  0.102
O 0.27024 -2.08458 0.22748  0.017
H 1.62244 1.38404 1.56454  0.070
H 0.37107 0.46837 2.47292  0.030
H 1.36176 -0.47467 1.41502  0.071
H -0.99345 0.25930 0.93121  0.083
H 1.11879 0.83824 -1.21066  0.133
H -1.02524 0.90442 -2.24008  0.067
H -1.69127 -0.61010 -1.13782  0.064
H 2.56663 -0.86604 -1.57587  0.003
H 2.35799 -2.48946 -1.29358  0.139
H -2.13685 -4.06866 0.39141  -0.032
H -0.60473 -4.28871 0.56632  0.022
O -1.47947 -4.51336 0.90777  -0.069
H -2.54093 2.95251 0.68817  0.013
H -1.77248 2.10545 1.51616  -0.008
O -1.94165 3.03546 1.40349  -0.054
H -0.92925 -1.50781 1.18391  0.052
H -2.22843 -2.10687 1.68141  0.029
O -1.85168 -1.23490 1.60280  -0.117
H 1.46971 3.61423 -0.44111  -0.043
H 2.77671 3.12835 -1.20462  0.031
O 2.23774 3.84309 -0.85805  -0.014
H -3.57808 2.10412 -1.59684  -0.039
H -3.85890 0.71041 -0.99682  0.051
O -4.22650 1.59589 -1.25111  -0.033
H 1.57167 0.00837 -2.91496  -0.058
H 2.95947 -0.60255 -3.54846  0.019
O 2.69006 0.06981 -2.92408  -0.249
H -1.85259 -2.43377 -1.42847  0.008
H -3.37290 -2.96895 -1.68751  0.059
O -2.53609 -3.11829 -1.22302  -0.077
H -0.35858 3.86322 1.94470  -0.036
H 1.06782 3.64330 1.81775  -0.022
O 0.44428 4.32859 1.82765  -0.025
H 3.91034 -0.51336 0.44810  -0.008
H 3.86239 0.56641 -0.73615  0.026
O 3.96749 0.43875 0.22343  -0.072
H 3.87394 -1.40477 1.59290  0.057
H 3.05617 -2.71091 1.38086  0.042
O 3.14862 -1.98827 2.03637  -0.089
H -2.96466 0.40623 1.38235  -0.038
H -4.30519 0.69099 2.15253  0.138
O -3.57610 1.11666 1.50892  -0.103


Formula: C5H13NOS
Source: the OMol25 dataset
Level of theory: wB97M-V/def2-TZVPD

## Properties
- Relative energy (zero: lowest compared OMol25 entry of this formula, charge and spin): 263.9 kJ/mol
- Total charge: 0
- Multiplicity: 1
- Orbital gap: 0.357 Ha

Each line ends with the Löwdin charge.
Cartesian coordinates (Å):
C 1.49451 -0.66374 -1.61155  -0.058
C -0.87039 0.28630 -1.64966  -0.058
C 1.08171 1.48891 -0.40508  -0.048
C -1.95426 -0.69610 2.55600  -0.192
C 0.38797 0.13887 -0.79940  -0.628
N -0.04376 -0.67644 0.35944  -0.141
O 0.61809 -0.11966 2.97601  -0.543
S -0.40440 0.29689 1.99609  0.932
H 2.43918 -0.79796 -1.10084  0.070
H 1.25458 -1.69455 -1.86572  0.071
H 1.67953 -0.23230 -2.60582  0.089
H -1.62032 0.69753 -0.90420  0.100
H -1.17764 -0.63558 -2.06486  0.064
H -0.77161 0.99356 -2.42230  0.058
H 2.11236 1.21417 -0.46663  0.062
H 0.97544 2.36914 -0.93717  0.055
H 0.91131 1.81497 0.60563  0.024
H -2.72189 0.02169 2.66198  0.009
H -1.86225 -1.09063 3.50250  0.011
H -2.19143 -1.32487 1.66886  0.051
H 0.66328 -1.39019 0.50672  0.071